Here is a cluster of 2 separate species, CH2N2O3 in total in a non-equilibrium geometry from the Open Molecules 2025 dataset. Energies are from ωB97M-V/def2-TZVPD.

Element x y z (Å)
O: -1.98745 -1.92112 0.25774
C: -0.85939 -1.62182 0.49256
N: 0.31032 -1.29834 0.74542
N: 1.34638 -0.46090 0.43119
O: 2.22569 -0.97895 -0.12915
O: 1.21980 0.66843 0.83727
H: -1.03951 2.91309 -1.65455
H: -1.21583 2.69960 -0.98048

As for the SMILES: O=C=N[N+](=O)[O-].[H][H]. As for the orbital gap: 0.401 Ha. The energy above the lowest of the compared OMol25 structures with the same formula, charge and spin is 81.0 kcal per mole. As for the total energy: -374.35007 a.u. The total charge is 0.